94
Properties=species:S:1:pos:R:3:lowdin_charge:R:1 method="wB97M-V/def2-TZVPD" e_lumo_ha=0.08295 gap_ev=8.31 total_charge=-1 energy_ha=-1793.71828 max_force_ev_per_a=2.09
C -1.91510 -0.44911 0.25883 -0.016
C -2.50955 -0.18116 -1.13107 -0.692
O -3.55101 0.49119 -1.18960 -0.011
O -1.99597 -0.85251 -2.07838 -0.098
H -0.99720 0.14670 0.33299 0.044
H -1.72426 -1.51092 0.39018 0.041
H -2.54056 -0.08645 1.07435 0.078
C -1.17255 2.74312 0.21431 -0.068
C -0.50919 4.00265 0.73029 -0.318
O -1.38936 5.11295 0.80158 -0.072
H -1.72468 2.17172 0.96661 0.060
H -0.43875 1.97444 -0.05832 0.050
H -1.74445 2.96053 -0.68499 0.068
H 0.28177 4.16879 -0.01382 0.087
H 0.01845 3.89747 1.67830 0.105
H -1.70074 5.25390 -0.09860 0.083
C -0.35272 -0.27511 3.71382 -0.088
C -0.96296 1.08698 3.96152 -0.299
O -1.36579 1.17506 5.33270 -0.077
H -1.05403 -1.09072 3.93156 0.055
H 0.55838 -0.48674 4.27155 0.085
H -0.18055 -0.44841 2.64556 0.030
H -1.76620 1.23266 3.23645 0.102
H -0.15324 1.80571 3.79133 0.109
H -1.29548 2.10162 5.57489 0.074
C -4.74475 -4.26826 -1.60422 -0.083
C -4.55599 -3.21755 -2.70185 -0.330
O -4.99627 -1.96008 -2.24061 -0.068
H -4.25354 -5.21994 -1.81371 0.067
H -5.82301 -4.44027 -1.51742 0.067
H -4.41203 -3.86639 -0.65009 0.051
H -4.97876 -3.49548 -3.66849 0.106
H -3.48010 -3.16988 -2.93555 0.088
H -4.27828 -1.57096 -1.72449 0.044
C 0.98131 -2.21744 1.43833 -0.094
C 1.31207 -3.62778 1.87394 -0.283
O 0.17380 -4.50298 1.75337 -0.084
H 0.00144 -1.94199 1.84642 0.036
H 0.83854 -2.07445 0.36517 0.075
H 1.74042 -1.52209 1.79494 0.072
H 1.59873 -3.62157 2.92968 0.107
H 2.11785 -4.00491 1.23838 0.113
H 0.54611 -5.36304 1.54429 0.080
C -3.23593 -3.36116 2.06898 -0.079
C -3.00106 -3.27519 3.55536 -0.312
O -4.19047 -2.78534 4.18571 -0.082
H -2.27228 -3.53680 1.58339 0.051
H -3.63314 -2.42078 1.69542 0.076
H -3.86991 -4.21526 1.83516 0.077
H -2.21720 -2.53147 3.76062 0.077
H -2.65332 -4.21510 3.99476 0.112
H -4.04978 -2.77242 5.13595 0.074
C 3.25116 4.64958 -0.26021 -0.029
C 3.96762 3.39014 -0.76106 -0.509
C 4.66320 2.72369 0.45904 -0.130
C 3.77790 1.70014 1.18351 -0.162
C 3.15750 0.66435 0.25426 -0.127
C 2.97792 1.02350 -1.22660 -0.497
N 2.97340 2.48472 -1.32190 -0.114
O 2.39937 3.00827 -2.49405 -0.003
C 4.17983 0.51387 -2.04625 -0.029
C 1.70981 0.43951 -1.80688 -0.042
C 5.07296 3.78935 -1.74958 -0.041
H 3.66562 5.17836 0.59834 0.080
H 2.24396 4.40090 0.07848 0.057
H 3.06772 5.34144 -1.08686 0.084
H 5.60643 2.25558 0.17223 0.108
H 4.81419 3.49974 1.20784 0.104
H 3.00076 2.27730 1.68769 0.106
H 4.35033 1.20085 1.96751 0.108
H 2.12222 0.58815 0.62073 0.099
H 3.50793 -0.36890 0.29806 0.118
H 4.11959 0.84504 -3.08601 0.085
H 5.12550 0.86451 -1.61760 0.065
H 4.36887 -0.56721 -2.07449 0.084
H 1.60899 0.73910 -2.84804 0.091
H 1.80172 -0.64892 -1.86662 0.079
H 0.81214 0.67583 -1.23972 0.074
H 5.67336 2.94936 -2.09121 0.071
H 5.71961 4.52146 -1.26090 0.090
H 4.65209 4.30866 -2.61628 0.075
H 3.12985 3.18763 -3.10502 0.081
O -2.28358 -1.16588 -4.82037 -0.076
H -2.10326 -1.19771 -3.85718 -0.017
H -1.98852 -2.01259 -5.16690 0.020
O 0.55181 -1.33932 -3.11726 -0.100
H 0.07678 -1.63858 -3.89766 0.036
H -0.14369 -1.00063 -2.53021 0.001
O -0.87369 -3.61524 -1.26368 -0.061
H -1.03149 -2.81555 -1.78637 -0.003
H -0.88609 -3.30960 -0.35209 -0.020
O -2.49808 2.61998 -2.95942 -0.075
H -3.03582 2.05803 -2.37906 0.001
H -1.78466 2.03532 -3.23369 0.029



105
Properties=species:S:1:pos:R:3:lowdin_charge:R:1 method="wB97M-V/def2-TZVPD" e_lumo_ha=-0.00666 e_above_lowest_kcal_mol=0.0 gap_ev=8.43 total_charge=0 energy_ha=-5548.10613 max_force_ev_per_a=2.59
O 1.47535 -6.92745 2.32322 -0.286
S 0.62285 -6.19044 1.41980 0.639
O 0.74977 -6.27379 -0.00496 -0.285
O -0.94481 -6.57056 1.75406 -0.255
C -1.32105 -6.49256 3.12874 -0.322
C -2.38166 -7.50654 3.39634 -0.071
C 0.53257 -4.41157 1.82212 -0.110
H -1.60429 -5.46216 3.40691 0.114
H -0.45921 -6.55739 3.80515 0.117
H -3.24285 -7.51061 2.73027 0.082
H -2.76422 -7.36301 4.41075 0.082
H -1.93986 -8.50380 3.33681 0.085
H 0.57068 -4.37255 2.91550 0.039
H -0.41509 -4.02205 1.46685 0.062
H 1.43101 -3.84333 1.59689 0.059
O -0.75263 1.75798 -5.97997 -0.290
S 0.44178 1.15503 -5.40294 0.634
O 0.30020 0.06083 -4.47361 -0.305
O 1.45700 0.55848 -6.53071 -0.260
C 2.52927 -0.30502 -6.14038 -0.285
C 2.89683 -1.31881 -7.18970 -0.058
C 1.43885 2.41252 -4.61828 -0.111
H 2.16408 -0.86917 -5.27115 0.107
H 3.34034 0.32708 -5.76828 0.125
H 3.49348 -0.75604 -7.91627 0.081
H 2.04506 -1.70946 -7.74347 0.086
H 3.45612 -2.14750 -6.76769 0.084
H 2.09331 2.02441 -3.84856 0.069
H 0.65781 3.02038 -4.14856 0.050
H 1.81701 3.13725 -5.33702 0.083
O -5.81359 2.02132 2.46385 -0.277
S -4.57979 1.29008 2.31350 0.618
O -3.32443 1.98230 2.13063 -0.311
O -4.52300 0.38193 3.67712 -0.249
C -3.25355 -0.20796 3.95144 -0.295
C -3.37098 -1.58971 4.60757 -0.056
C -4.78604 -0.00804 1.12664 -0.114
H -2.76292 0.50186 4.62540 0.118
H -2.61528 -0.38123 3.07848 0.101
H -3.84577 -1.50111 5.58769 0.077
H -2.34447 -1.90105 4.81124 0.077
H -3.89784 -2.36524 4.05744 0.079
H -4.79121 0.37266 0.10057 0.076
H -5.83324 -0.31449 1.15310 0.079
H -4.05570 -0.80457 1.23398 0.066
C 0.24557 0.52593 0.80194 -0.249
S -0.18844 -0.76633 -0.40870 0.867
O -1.31093 -1.54213 0.25935 -0.575
C -1.06333 0.28239 -1.58364 -0.276
H 0.50945 1.45217 0.30113 0.020
H 0.99246 0.07413 1.45713 0.016
H -0.50768 0.75044 1.56475 0.051
H -1.98787 0.59118 -1.09502 0.054
H -1.37945 -0.30196 -2.44940 0.036
H -0.44497 1.06747 -2.01784 0.035
C 1.79153 -0.46186 4.74174 -0.257
S 2.98876 -1.86648 4.62675 0.865
O 2.02015 -3.00885 4.50862 -0.568
C 3.56003 -1.34348 2.99022 -0.266
H 2.31696 0.49336 4.82873 0.030
H 1.18346 -0.52780 5.63914 0.055
H 1.30074 -0.46601 3.77229 0.030
H 3.41614 -0.26683 2.88365 0.032
H 2.87925 -1.79891 2.26536 0.052
H 4.58430 -1.65416 2.81026 0.041
C -3.28586 -0.56024 -6.28833 -0.259
S -4.48914 0.67446 -5.79295 0.815
O -5.67982 -0.03925 -5.22481 -0.570
C -3.59494 1.45650 -4.38525 -0.244
H -2.30518 -0.08902 -6.33942 0.023
H -3.60688 -1.01075 -7.22240 0.051
H -3.26226 -1.33274 -5.51577 0.063
H -4.26398 1.94383 -3.68069 0.050
H -2.91417 2.19759 -4.79889 0.027
H -3.06426 0.65321 -3.87236 0.031
C -0.11320 2.73019 4.14601 -0.243
S 1.63821 3.20248 3.83651 0.855
O 2.25771 2.24088 2.85287 -0.585
C 1.24563 4.68557 2.79522 -0.246
H -0.32193 3.07116 5.16475 0.050
H -0.19669 1.64602 4.18013 0.031
H -0.84019 3.23381 3.51411 0.044
H 2.19209 4.83678 2.27090 0.043
H 1.08833 5.58745 3.38122 0.056
H 0.52316 4.37529 2.05213 -0.004
C -1.09002 3.80022 -0.85388 -0.225
S 0.70308 4.20687 -0.66698 0.826
O 1.55925 3.26171 -1.45078 -0.552
C 0.69124 5.68915 -1.70836 -0.242
H -1.14466 3.48798 -1.90019 0.043
H -1.78158 4.62945 -0.70350 0.064
H -1.42776 2.98960 -0.20984 0.031
H 0.27432 6.52863 -1.15136 0.055
H 0.05848 5.46137 -2.56905 0.049
H 1.66694 5.96144 -2.10204 0.060
C 5.95476 -0.04455 0.30899 -0.245
S 5.51948 1.68518 0.71565 0.810
O 6.43016 2.51880 -0.13979 -0.562
C 3.85732 1.76924 -0.01143 -0.275
H 6.97798 -0.08480 0.67926 0.044
H 5.96386 -0.10525 -0.77787 0.054
H 5.29847 -0.76509 0.78467 0.022
H 3.18211 1.05548 0.45279 0.030
H 3.83363 1.57175 -1.08466 0.056
H 3.67023 2.83041 0.12836 0.028



112
Properties=species:S:1:pos:R:3:lowdin_charge:R:1 method="wB97M-V/def2-TZVPD" e_lumo_ha=0.00692 e_above_lowest_kcal_mol=19.1 gap_ev=9.41 total_charge=0 energy_ha=-4765.19115 max_force_ev_per_a=11.83
C 1.73113 3.89921 0.32568 -0.030
C 2.50413 4.76821 1.20268 -0.429
O 3.51713 5.37021 0.82868 0.055
C 1.97213 5.01121 2.66868 0.017
H 1.96313 2.81121 0.19368 0.111
H 1.70213 4.19721 -0.64632 0.049
H 0.72313 4.03721 0.40668 0.054
H 2.59313 4.40521 3.43468 0.107
H 0.93313 4.82021 2.78768 0.069
H 2.28113 5.89621 2.88768 -0.001
C 2.86513 2.17621 -3.29932 -0.061
O 3.42313 0.88821 -3.55732 -0.193
P 3.08913 -0.40179 -2.61332 0.428
O 1.82913 -0.89179 -3.21432 -0.226
O 4.30713 -1.39579 -2.86132 -0.174
C 5.60413 -1.02379 -2.81832 -0.173
O 2.91713 -0.12079 -1.08732 -0.206
C 3.07313 -1.13079 -0.10832 -0.091
H 2.94413 2.24821 -2.36932 -0.024
H 1.74713 2.19921 -3.35232 0.108
H 3.47213 2.96721 -3.72432 0.110
H 5.86713 -0.59179 -1.84732 0.082
H 5.96013 -0.00979 -3.41932 0.144
H 6.36113 -1.66079 -3.14732 0.062
H 3.22513 -0.58979 0.97568 0.133
H 3.86413 -1.82579 -0.38232 0.080
H 2.26513 -1.86979 -0.07032 0.080
C 4.48513 1.64221 3.02268 -0.038
O 5.95013 1.42021 2.80868 -0.234
P 6.70813 -0.02879 3.02968 0.323
O 6.26713 -1.09879 2.14668 -0.240
O 8.18113 0.29721 2.91868 -0.209
C 8.87613 0.02421 1.77068 -0.150
O 6.58613 -0.51379 4.55768 -0.244
C 7.26213 -1.75579 5.06368 -0.055
H 4.28013 1.12021 3.97968 0.091
H 3.90613 1.08021 2.36768 0.016
H 4.25913 2.81021 2.92768 0.126
H 8.44313 0.42121 0.81768 0.100
H 9.04813 -1.15679 1.83068 0.130
H 10.00813 0.36121 1.79868 0.118
H 7.14013 -1.89879 6.17168 0.089
H 8.41713 -1.72979 4.96568 0.113
H 6.80813 -2.62179 4.61768 0.068
C -1.40187 -0.83079 -5.84532 -0.082
O -0.51887 -0.31779 -4.86832 -0.222
P -1.06787 -0.36379 -3.28232 0.422
O -2.48187 -0.09879 -3.26932 -0.231
O -1.09287 -1.90179 -2.91432 -0.176
C -1.13587 -2.24479 -1.48232 -0.033
O -0.27787 0.63021 -2.32132 -0.262
C -0.74187 2.05221 -2.09732 0.008
H -0.84087 -0.70979 -6.65432 0.057
H -2.35387 -0.30579 -5.83432 0.081
H -1.71787 -1.69979 -5.46732 0.046
H -2.00787 -2.20579 -1.04532 0.025
H -0.57087 -1.61979 -0.95332 0.020
H -0.50087 -3.12279 -1.38332 0.106
H -0.04987 2.51521 -1.43932 0.052
H -1.56887 1.70721 -1.58732 0.031
H -1.02687 2.59121 -3.07232 0.135
C -1.26687 -1.04679 5.22768 -0.126
O -1.71187 -2.32379 5.01468 -0.165
P -2.11087 -2.87879 3.56368 0.416
O -1.93087 -1.81479 2.64068 -0.197
O -1.09887 -4.03479 3.33068 -0.179
C -0.07687 -4.01979 2.29668 -0.036
O -3.66687 -3.37179 3.75668 -0.146
C -4.67187 -2.57379 3.43868 -0.169
H -1.93287 -0.20479 5.33968 0.096
H -0.14787 -0.69979 4.54168 0.192
H -0.73187 -0.93079 5.95068 -0.049
H 0.33713 -5.04279 2.21868 0.110
H 0.75713 -3.45079 2.57968 0.070
H -0.46287 -3.57779 1.42968 0.055
H -5.50487 -3.07979 3.51368 0.054
H -4.91887 -2.52879 2.48668 0.047
H -4.64487 -1.60979 3.93268 0.118
C -5.37387 -2.73879 -2.81632 -0.076
O -4.79687 -1.85979 -3.76532 -0.202
P -5.35587 -0.36279 -4.04232 0.348
O -4.92387 0.17021 -5.30532 -0.212
O -6.89587 -0.69679 -4.06332 -0.246
C -7.48087 -0.96179 -5.37232 -0.087
O -5.28987 0.70221 -2.86232 -0.253
C -5.51487 2.10421 -3.05732 -0.062
H -6.47587 -2.86979 -3.13332 0.121
H -5.27487 -2.40479 -1.64732 0.143
H -4.86287 -3.47779 -2.91032 -0.030
H -7.49887 -0.00779 -6.19132 0.156
H -8.48787 -1.16479 -5.11032 0.063
H -7.00187 -1.70679 -5.89832 0.046
H -4.50687 2.24121 -3.53832 0.110
H -5.53687 2.62321 -2.16332 0.057
H -6.28087 2.43821 -3.72632 0.085
C -3.85087 -0.22479 -0.13432 -0.143
O -2.58787 0.02821 0.32968 -0.262
P -2.40587 1.09521 1.58468 0.523
O -2.56287 2.44921 1.13168 -0.235
O -3.57887 0.87621 2.74968 -0.247
C -4.24587 1.95521 3.23668 -0.178
O -0.89187 1.04021 2.24768 -0.207
C 0.14413 0.39121 1.44468 -0.052
H -4.29087 0.88521 -0.37432 0.141
H -4.51987 -0.75179 0.55968 0.085
H -3.55987 -0.68379 -1.10632 0.068
H -3.64087 2.34521 4.00668 0.067
H -5.17087 1.55621 3.80468 0.118
H -4.56387 2.75721 2.56068 0.091
H -0.02787 0.80721 0.59568 0.011
H 0.00813 -0.59379 1.40568 0.033
H 1.08513 0.59921 1.82668 0.071



98
Properties=species:S:1:pos:R:3:lowdin_charge:R:1 method="wB97M-V/def2-TZVPD" e_lumo_ha=-0.16179 e_above_lowest_kcal_mol=0.0 gap_ev=6.72 total_charge=+1 energy_ha=-3662.39745 max_force_ev_per_a=2.54
Zn -2.81049 2.16133 -0.91675 1.002
O -0.28164 -0.67484 -0.47570 0.148
C -1.17761 0.28753 -0.61513 -0.748
O -1.40410 0.87142 -1.72799 -0.057
O -1.87991 0.73017 0.32614 -0.057
H 0.11574 -0.69543 -1.37996 0.108
C -3.79954 5.32219 1.71805 -0.024
C -3.26432 4.54625 0.50948 -0.370
C -1.74426 4.52218 0.45065 -0.150
O -1.33789 3.61249 -0.58539 -0.264
C 0.07749 3.68404 -0.78870 -0.033
N -3.79656 3.15308 0.53817 0.040
H -3.39732 6.33540 1.67863 0.097
H -3.44798 4.90052 2.66141 0.093
H -4.88755 5.34442 1.69056 0.091
H -3.69649 4.98473 -0.39358 0.149
H -1.28187 4.19984 1.39076 0.136
H -1.37072 5.53398 0.27665 0.145
H 0.31968 3.04216 -1.63252 0.092
H 0.63701 3.33555 0.08250 0.106
H 0.39529 4.70544 -0.99891 0.106
H -4.77927 3.27372 0.30025 0.116
H -3.75079 2.76291 1.49251 0.079
C 1.52297 0.51722 3.41399 -0.047
C 0.09500 0.91312 3.72466 -0.424
C 0.04966 1.54485 5.11515 -0.214
O 0.40169 0.51866 6.02510 -0.179
C 0.52727 1.02489 7.33312 -0.115
N -0.40866 1.86308 2.72360 0.068
H 2.15603 1.41326 3.35623 0.091
H 1.71227 0.08217 2.42855 0.048
H 2.04193 -0.08868 4.15379 0.086
H -0.55410 0.03185 3.77753 0.116
H -0.93541 1.99940 5.28615 0.123
H 0.75805 2.37423 5.21897 0.128
H -0.39446 1.47022 7.71599 0.088
H 1.32049 1.77527 7.43250 0.089
H 0.84108 0.23507 8.01457 0.090
H -0.29277 1.50338 1.78210 0.043
H -1.42222 1.81730 2.81291 0.025
C -0.22822 -4.20076 -0.81887 -0.054
C -0.47657 -4.09675 -2.32518 -0.429
C 0.61924 -3.27657 -3.00350 -0.183
O 0.42734 -1.86700 -3.10494 -0.227
C -0.53501 -1.51525 -4.07377 -0.097
N -0.54345 -5.47664 -2.83898 0.045
H -1.08892 -4.66197 -0.33008 0.072
H -0.11376 -3.19248 -0.41772 0.062
H 0.59721 -4.85974 -0.54533 0.089
H -1.43634 -3.59024 -2.46293 0.116
H 0.73438 -3.67815 -4.02000 0.120
H 1.60605 -3.40981 -2.55438 0.132
H -0.24589 -1.84559 -5.07368 0.099
H -0.71822 -0.44095 -4.07492 0.081
H -1.52818 -1.90535 -3.81983 0.081
H 0.38569 -5.84638 -2.64592 0.077
H -0.64379 -5.46432 -3.85073 0.072
C 5.08271 -1.66778 -3.48726 -0.041
C 4.91041 -0.56365 -4.51964 -0.442
C 4.77409 0.84710 -3.95073 -0.146
O 3.88393 0.90871 -2.81626 -0.230
C 2.55743 0.49624 -3.07710 -0.100
N 5.98030 -0.58546 -5.52378 0.028
H 5.74278 -1.25213 -2.71642 0.088
H 5.58034 -2.54743 -3.88497 0.079
H 4.16763 -1.90594 -2.94309 0.063
H 4.00886 -0.73344 -5.12183 0.131
H 4.49389 1.64517 -4.63877 0.130
H 5.70389 1.17846 -3.48170 0.136
H 1.85203 0.74946 -2.29047 0.079
H 2.51579 -0.56024 -3.34971 0.068
H 2.21159 0.96516 -4.00979 0.102
H 6.89961 -0.33742 -5.15536 0.078
H 6.17144 -1.56568 -5.71878 0.067
C 3.21866 -0.64627 0.13328 -0.173
O 4.44565 -0.33017 -0.49680 -0.132
H 2.63898 0.25341 0.39185 0.061
H 2.56762 -1.25882 -0.50003 0.066
H 3.49275 -1.09715 1.08664 0.084
H 4.22497 0.18744 -1.31097 0.032
C -1.73605 -2.80671 2.33378 -0.149
O -1.05548 -3.49764 3.38288 -0.109
H -1.08295 -2.04892 1.88925 0.069
H -1.93416 -3.55214 1.56588 0.062
H -2.66030 -2.37861 2.73002 0.070
H -0.78675 -2.83636 4.02922 0.068
C -3.58939 0.34338 3.10991 -0.108
O -3.49562 1.77367 3.12638 -0.158
H -3.61813 -0.16827 2.14912 0.060
H -2.71390 0.03088 3.67491 0.071
H -4.47036 0.01491 3.66447 0.097
H -4.33863 2.19932 3.31054 0.090
C -3.87340 -2.13477 -0.87068 -0.168
O -3.91968 -3.48294 -0.49348 -0.094
H -4.77300 -1.82541 -1.41595 0.082
H -3.80152 -1.49888 0.01249 0.062
H -3.02128 -1.86183 -1.50686 0.064
H -3.92200 -4.05562 -1.26547 0.088



HOMO level in eV, matching the order above: -6.05 -8.61 -9.22 -11.13